Entry 1:
Entry from OMol25: the ion C4H9NOS with charge -2 (wB97M-V/def2-TZVPD).

XYZ file:
```
16
C4H9NOS wB97M-V/def2-TZVPD
S 1.164 -1.742 3.437
O -1.166 1.904 -2.567
N 0.354 0.498 -1.328
C 0.796 -0.385 0.948
C -0.661 0.675 -2.477
C 0.239 -0.567 2.359
C -0.249 -0.094 -0.146
H -1.442 -0.094 -2.268
H 0.465 1.483 -1.089
H -0.763 -0.958 2.261
H 1.300 -1.317 0.682
H -0.693 -1.044 -0.437
H -0.050 0.363 -3.358
H 0.156 0.371 2.894
H -1.047 0.550 0.248
H 1.596 0.357 0.840
```

Structure (SMILES): [O-]CNCCC[S-]
Max |F| (eV Å⁻¹): 0.612
DFT total energy (eV): -18664.621
E_HOMO (eV): 0.1
2S+1: 1
ΔE to the lowest compared entry with this formula, charge and spin (kcal per mole): 3.9
Charge: -2

How is the electron density shared among the atoms? According to natural (NBO), the charges in e are: S -0.789; O -0.973; N -0.699; C -0.420; C 0.139; C -0.509; C -0.217; H 0.052; H 0.344; H 0.168; H 0.197; H 0.161; H 0.050; H 0.169; H 0.146; H 0.180

=====

Entry 2:
Entry from OMol25: a cluster of 3 separate species, C4H9NOS in total in a non-equilibrium geometry (wB97M-V/def2-TZVPD).

XYZ file:
```
16
C4H9NOS wB97M-V/def2-TZVPD
S -2.973 -2.977 2.383
O 2.269 0.877 -0.892
N -0.238 0.341 -1.223
C -0.256 1.755 -0.803
C 1.505 -0.803 -0.187
C -0.879 -0.795 1.026
C 0.110 -0.576 -0.118
H -0.502 -0.271 1.884
H -1.747 -0.156 0.892
H 0.554 1.845 -0.096
H 1.911 -1.336 -1.143
H -1.187 1.860 -0.218
H 2.235 -0.786 0.581
H -0.136 2.406 -1.634
H 0.600 0.385 -1.810
H -1.265 -1.768 1.358
```

Max |F| (eV Å⁻¹): 5.269
DFT total energy (eV): -18657.356
E_HOMO (eV): 1.5
2S+1: 1
ΔE to the lowest compared entry with this formula, charge and spin (kcal per mole): 171.5
Charge: -2

How is the electron density shared among the atoms? According to natural (NBO), the charges in e are: S -1.380; O -0.994; N -0.649; C -0.420; C -0.334; C -0.709; C 0.307; H 0.225; H 0.225; H 0.231; H 0.217; H 0.163; H 0.225; H 0.182; H 0.405; H 0.307

=====

Entry 3:
Entry from OMol25: an isolated molecule of C4H9NOS in a non-equilibrium geometry (wB97M-V/def2-TZVPD).

XYZ file:
```
16
C4H9NOS wB97M-V/def2-TZVPD
S -2.594 -0.575 -0.090
O -3.411 0.566 0.401
N -0.742 0.161 -0.252
C 1.696 0.355 0.313
C 0.447 -0.398 -0.018
C 0.496 -1.904 -0.153
C -0.863 1.544 -0.283
H 0.699 -2.230 -1.118
H -0.464 2.025 0.679
H 1.934 1.196 -0.196
H 1.573 0.561 1.368
H 2.457 -0.375 0.121
H 1.320 -2.374 0.477
H -0.244 2.016 -1.050
H -1.889 1.764 -0.310
H -0.416 -2.331 0.112
```

Max |F| (eV Å⁻¹): 3.856
DFT total energy (eV): -18663.991
E_HOMO (spin up / spin down) (eV): -6.7 / -6.7
2S+1: 1
ΔE to the lowest compared entry with this formula, charge and spin (kcal per mole): 81.5

How is the electron density shared among the atoms? According to natural (NBO), the charges in e are: S 0.703; O -0.933; N -0.424; C -0.676; C 0.382; C -0.666; C -0.453; H 0.240; H 0.195; H 0.234; H 0.247; H 0.230; H 0.218; H 0.207; H 0.257; H 0.241

=====

Entry 4:
Entry from OMol25: an isolated molecule of C4H9NOS in a non-equilibrium geometry (wB97M-V/def2-TZVPD).

XYZ file:
```
16
C4H9NOS wB97M-V/def2-TZVPD
S -2.008 -0.874 0.872
O -1.647 -0.140 2.070
N -0.532 -0.425 -0.464
C -0.933 0.223 -1.652
C -0.352 1.094 -0.587
C -1.349 -2.648 0.976
C 1.015 1.687 -0.720
H -0.367 -2.824 0.518
H -2.044 -3.258 0.467
H 1.745 1.033 -1.284
H -0.800 1.620 0.184
H -1.387 -2.897 1.977
H -0.449 -0.133 -2.581
H 1.505 1.593 0.288
H -1.975 0.382 -1.951
H 0.942 2.630 -1.061
```

Max |F| (eV Å⁻¹): 6.186
DFT total energy (eV): -18663.235
E_HOMO (eV): -8.8
2S+1: 1
ΔE to the lowest compared entry with this formula, charge and spin (kcal per mole): 99.0

How is the electron density shared among the atoms? According to natural (NBO), the charges in e are: S 1.298; O -0.919; N -0.533; C -0.284; C -0.107; C -0.795; C -0.611; H 0.252; H 0.218; H 0.212; H 0.218; H 0.227; H 0.205; H 0.214; H 0.193; H 0.212